# 1
The following is a quantum chemistry calculation of a molecular structure, C3H2NiO2 in a non-equilibrium geometry, from the Open Molecules 2025 dataset.

```
8
Properties=species:S:1:pos:R:3:nbo_charge:R:1
O 1.318 -0.816 0.368 -0.67
C 0.120 -0.986 0.052 0.44
C -0.777 0.118 -0.190 -0.17
O -0.706 1.192 0.747 -0.42
C 0.045 1.566 -0.296 0.03
Ni 1.990 0.978 0.136 1.33
H -0.229 -2.002 -0.192 0.21
H -1.761 -0.050 -0.625 0.26
```

For the largest force on an atom, the calculation gives 0.0519 Eh/bohr. The spin multiplicity is 4. The HOMO energy (alpha / beta) is -12.97 / -15.20 eV. The energy is -48267.445 eV. Its expectation value of S² is 3.76. The LUMO energy (alpha / beta) is -6.08 / -7.78 eV. For the energy above the lowest of the compared OMol25 structures with the same formula, charge and spin, the calculation gives 0.372 eV. As for the net charge: +1.

=====

# 2
The following is a quantum chemistry calculation of C3H2O in the gas phase in a non-equilibrium geometry, from the Open Molecules 2025 dataset.

```
6
Properties=species:S:1:pos:R:3:nbo_charge:R:1
O -0.170 -1.684 0.365 -0.50
C 0.503 -0.838 -0.164 0.38
C -0.114 0.345 -0.777 -0.17
C -0.666 1.204 -0.118 -0.09
H 1.587 -0.731 -0.001 0.14
H -1.141 1.703 0.695 0.24
```

For the largest force on an atom, the calculation gives 0.0215 Eh/bohr. The HOMO energy is -10.50 eV. The energy is -5187.168 eV. The LUMO energy is 0.04 eV. For the energy above the lowest of the compared OMol25 structures with the same formula, charge and spin, the calculation gives 1.023 eV. As for the net charge: 0.

=====

# 3
The following is a quantum chemistry calculation of C3H2O2 in the gas phase in a non-equilibrium geometry, from the Open Molecules 2025 dataset.

```
7
Properties=species:S:1:pos:R:3:nbo_charge:R:1
C -1.289 -0.701 -0.270 0.19
C -0.097 -0.193 -0.126 0.07
C 1.275 0.378 0.151 0.38
O 2.337 -0.135 0.023 -0.48
O -1.340 0.587 0.248 -0.53
H -2.027 -1.341 -0.670 0.23
H 1.141 1.404 0.644 0.14
```

For the largest force on an atom, the calculation gives 0.0557 Eh/bohr. The HOMO energy (alpha / beta) is -8.71 / -8.71 eV. The energy is -7233.309 eV. The LUMO energy (alpha / beta) is -0.62 / -0.62 eV. For the energy above the lowest of the compared OMol25 structures with the same formula, charge and spin, the calculation gives 3.593 eV. As for the net charge: 0.

=====

- Which of these has the lowest largest force on an atom?
  C3H2O

=====

- What is the formula in the second record?
  C3H2O

=====

- Which value of largest force on an atom does entry 2 give?
  0.0215 Eh/bohr